Entry 1:
Formula: C3H5NO3S
Source: the Open Molecules 2025 dataset
Level of theory: wB97M-V/def2-TZVPD

Last column: Mulliken charge in e.
Element x y z (Å)
O (0.686, -0.156, -1.334)  -0.60
C (0.426, -0.243, -0.139)  0.66
C (0.075, -1.639, 0.509)  -0.38
O (-0.350, -2.643, -0.496)  -0.53
C (0.299, 0.917, 0.646)  0.03
S (0.558, 0.891, 2.382)  -0.23
N (-0.088, 2.046, 0.043)  -0.22
O (-0.860, 2.277, -1.160)  -0.37
H (1.100, -1.912, 0.762)  0.30
H (-0.675, -1.639, 1.303)  0.36
H (-0.145, -2.492, -1.395)  0.30
H (-0.800, 2.733, 0.669)  0.31
H (-0.225, 1.860, -1.791)  0.36

Atomic forces in eV per Å
-0.030 -0.186 0.882
-1.051 -3.237 -2.465
0.702 -0.246 -3.249
-0.589 0.551 3.211
-0.319 1.921 4.439
-0.290 0.021 -3.032
-4.724 4.643 2.539
2.405 -2.223 -0.429
-0.136 -0.403 1.049
0.522 0.150 -0.144
0.802 1.072 -1.302
3.617 -2.420 -1.219
-0.909 0.356 -0.281

Results
LUMO in eV: -1.5
HOMO level in eV: -9.25
Energy above the lowest of the compared OMol25 structures with the same formula, charge and spin in kJ/mol: 422.50
Net charge: 0
Molar mass in Da: 135.14
SMILES: O=C(CO)C(=S)NO

Entry 2:
Formula: C26H19F9N6ORe
Source: the Open Molecules 2025 dataset
Level of theory: wB97M-V/def2-TZVPD

Last column: Mulliken spin population.
Element x y z (Å)
Re (0.633, -1.253, -0.057)  1.07
C (-0.851, -4.814, -1.937)  0.00
C (0.099, -5.044, -2.935)  0.00
C (1.201, -4.220, -3.048)  0.00
C (1.362, -3.160, -2.160)  -0.04
N (0.399, -2.915, -1.222)  -0.02
C (-0.667, -3.741, -1.102)  -0.03
C (2.497, -2.248, -2.084)  0.05
C (3.648, -2.353, -2.865)  -0.01
C (4.695, -1.472, -2.652)  0.02
C (4.593, -0.493, -1.668)  -0.01
C (3.442, -0.366, -0.903)  0.00
C (2.382, -1.242, -1.105)  -0.08
H (-1.710, -5.456, -1.819)  0.00
H (-0.025, -5.875, -3.616)  0.00
H (1.941, -4.401, -3.811)  0.00
H (-1.365, -3.505, -0.307)  0.01
H (3.739, -3.120, -3.622)  0.00
H (5.594, -1.551, -3.245)  0.00
H (5.421, 0.181, -1.496)  0.00
H (3.387, 0.406, -0.145)  0.00
F (-0.973, -1.708, 2.176)  0.00
C (-0.371, -0.891, 3.105)  0.01
F (-0.644, -1.350, 4.301)  0.00
F (-0.914, 0.307, 2.941)  0.00
C (1.140, -0.875, 2.753)  0.00
O (1.279, -0.365, 1.475)  0.03
C (1.699, -2.338, 2.714)  0.01
F (1.185, -3.145, 3.604)  0.00
F (1.319, -2.861, 1.449)  0.00
F (3.004, -2.379, 2.741)  0.00
C (1.977, -0.004, 3.730)  0.01
F (3.185, 0.184, 3.221)  0.00
F (2.075, -0.630, 4.900)  0.00
F (1.403, 1.177, 3.910)  0.00
C (-2.397, 0.091, -0.191)  0.04
C (-1.346, 0.703, -1.037)  -0.03
N (-0.083, 0.207, -1.183)  -0.02
C (0.575, 1.057, -2.076)  0.00
C (-0.274, 2.036, -2.434)  0.00
N (-1.471, 1.801, -1.771)  0.00
C (-2.664, 2.681, -1.865)  0.00
N (-3.215, 2.967, -0.594)  0.00
N (-4.387, 2.373, -0.225)  0.00
N (-4.667, 2.695, 0.959)  0.00
C (-3.685, 3.520, 1.463)  0.00
C (-3.553, 4.128, 2.714)  0.00
C (-2.434, 4.905, 2.908)  0.00
C (-1.471, 5.079, 1.894)  0.00
C (-1.589, 4.490, 0.654)  0.00
C (-2.727, 3.707, 0.459)  0.00
H (-2.133, -0.938, 0.054)  -0.01
H (-3.357, 0.082, -0.706)  0.00
H (-2.532, 0.652, 0.737)  0.00
H (1.592, 0.880, -2.371)  0.00
H (-0.152, 2.880, -3.088)  0.00
H (-3.431, 2.182, -2.459)  0.00
H (-2.323, 3.581, -2.377)  0.00
H (-4.305, 3.997, 3.478)  0.00
H (-2.286, 5.407, 3.853)  0.00
H (-0.617, 5.710, 2.097)  0.00
H (-0.847, 4.648, -0.117)  0.00

Atomic forces in eV per Å
-0.036 0.520 -0.456
0.016 0.144 0.136
-0.006 0.034 0.019
0.039 0.156 0.146
0.043 -0.078 -0.172
0.215 -0.137 0.120
-0.229 -0.218 -0.032
0.035 0.103 0.096
-0.065 0.079 0.100
-0.049 0.024 0.041
0.065 -0.069 -0.104
-0.118 0.027 0.060
0.082 -0.173 -0.142
-0.036 0.005 0.026
-0.004 -0.020 -0.015
0.041 0.010 0.002
-0.020 -0.036 -0.029
-0.002 -0.024 -0.020
0.024 -0.003 -0.014
0.022 0.013 0.000
-0.015 0.013 0.021
-0.044 -0.040 -0.051
-0.142 0.125 0.115
0.054 0.026 -0.043
0.090 -0.025 -0.005
-0.034 -0.280 0.298
0.029 -0.277 -0.283
0.005 0.019 0.145
0.023 0.058 -0.016
0.058 0.047 0.006
-0.017 -0.055 -0.064
0.065 0.031 0.214
0.043 0.035 -0.001
-0.010 -0.016 -0.069
-0.068 -0.018 -0.041
-0.053 0.055 0.010
-0.167 0.001 0.062
-0.294 0.282 -0.040
0.178 0.065 -0.224
0.179 -0.081 0.027
0.111 -0.337 0.255
-0.102 0.011 -0.062
0.297 0.289 0.184
-0.221 -0.258 -0.353
-0.451 -0.174 0.388
0.412 0.157 -0.327
0.055 0.006 -0.102
-0.059 -0.037 0.008
0.022 0.021 -0.015
-0.020 -0.044 -0.047
-0.024 -0.026 0.152
0.000 -0.051 0.029
0.001 -0.004 0.019
0.017 -0.023 -0.003
0.018 0.034 -0.013
0.045 0.014 -0.035
0.033 0.073 0.044
-0.054 -0.017 0.025
-0.025 -0.007 0.026
-0.007 0.006 0.028
0.034 0.015 -0.001
0.022 0.026 -0.021

Results
LUMO (spin up / spin down) in eV: -8.3 / -8.0
HOMO level (spin up / spin down) in eV: -13.87 / -13.87
Energy above the lowest of the compared OMol25 structures with the same formula, charge and spin in kJ/mol: 8.25
2S+1: 2
Net charge: +2
<S²>: 0.76
Molar mass in Da: 788.67

Entry 3:
Formula: C20H24N2O3S
Source: the Open Molecules 2025 dataset
Level of theory: wB97M-V/def2-TZVPD

Last column: Mulliken charge in e.
Element x y z (Å)
C (-1.261, 0.982, 2.885)  0.00
C (-0.040, 1.676, 3.443)  -0.83
N (1.180, 1.103, 2.933)  0.33
C (1.733, -0.113, 3.697)  -0.80
C (1.880, -1.422, 2.815)  -0.78
C (1.991, 1.949, 1.889)  -0.89
C (1.982, 1.330, 0.446)  0.64
O (2.650, 1.795, -0.493)  -0.70
N (0.888, 0.661, 0.015)  0.59
C (0.617, 0.086, -1.382)  -0.51
C (0.347, -1.330, -1.205)  0.50
C (1.319, -2.260, -1.557)  -0.96
C (1.238, -3.692, -1.281)  -0.88
C (0.107, -4.286, -0.925)  -0.59
C (-0.986, -3.468, -0.521)  -0.86
C (-0.855, -1.964, -0.647)  0.87
C (-2.075, -1.050, -0.402)  -0.29
S (-2.678, -0.632, -1.982)  1.50
O (-4.079, -0.078, -1.848)  -0.78
O (-2.742, -1.582, -3.111)  -0.69
C (-1.644, 0.739, -2.522)  0.21
C (-2.348, 1.753, -3.230)  -0.80
C (-1.711, 2.786, -3.826)  -0.60
C (-0.344, 2.979, -3.629)  -0.61
C (0.397, 2.143, -2.783)  -0.67
C (-0.274, 1.012, -2.182)  0.66
H (-1.203, 0.774, 1.824)  -0.30
H (-2.064, 1.756, 2.984)  0.44
H (-1.481, -0.047, 3.285)  0.24
H (-0.159, 2.610, 3.085)  0.44
H (-0.087, 1.612, 4.568)  0.32
H (2.676, 0.378, 4.054)  0.38
H (1.160, -0.422, 4.611)  0.33
H (0.956, -1.637, 2.249)  0.10
H (2.612, -1.194, 2.042)  0.21
H (2.219, -2.199, 3.510)  0.45
H (3.011, 2.056, 2.281)  0.35
H (1.616, 2.972, 1.847)  0.31
H (0.260, 0.422, 0.808)  -0.45
H (1.499, 0.070, -2.052)  0.60
H (2.169, -1.934, -2.079)  0.54
H (2.020, -4.435, -1.487)  0.35
H (0.090, -5.303, -1.105)  0.45
H (-1.947, -3.853, -0.247)  0.44
H (-1.680, -0.072, 0.022)  -0.58
H (-2.787, -1.577, 0.243)  0.77
H (-3.361, 1.536, -3.581)  0.37
H (-2.301, 3.336, -4.446)  0.51
H (-0.030, 3.800, -4.253)  0.34
H (1.518, 2.234, -2.761)  0.35

Atomic forces in eV per Å
-1.515 -0.480 0.351
0.336 -3.866 1.055
0.498 0.018 -0.876
0.503 1.420 -1.229
0.195 2.029 0.535
-0.289 -3.088 2.041
-0.698 2.779 -3.246
1.439 -0.284 1.846
-1.330 -1.471 1.582
1.120 1.885 0.548
-2.213 -4.692 0.837
-0.355 -2.155 1.207
2.135 2.494 -1.727
-3.041 2.289 1.339
1.333 3.830 -1.261
0.668 -2.151 -0.138
2.585 -0.827 1.009
-5.887 1.615 -4.135
3.206 -0.573 1.106
1.782 0.161 2.242
1.388 2.076 1.088
-0.671 -2.877 -0.392
1.790 -1.314 1.945
-0.617 -0.018 0.018
-0.444 -0.550 -0.785
-1.052 0.188 -1.038
0.296 0.443 -0.363
-0.116 -1.298 0.186
-0.075 1.233 0.231
0.158 3.575 -0.617
0.130 0.475 -0.949
-0.104 -1.545 -0.054
-0.042 1.036 -0.934
0.181 -0.154 0.735
0.327 -0.399 0.045
-0.167 -0.190 -0.620
0.023 -0.269 -0.519
-0.426 -0.249 -0.173
0.539 -0.320 -1.145
0.260 0.440 1.266
1.257 0.515 -0.358
0.289 1.091 -0.405
-0.652 -2.097 0.530
-0.312 -0.178 0.163
-1.070 -1.132 -0.369
-0.264 0.571 -0.412
0.124 0.089 0.708
-1.075 1.939 -1.719
1.250 0.066 0.342
-1.398 -0.080 0.503

Results
LUMO in eV: 0.3
HOMO level in eV: -8.34
Energy above the lowest of the compared OMol25 structures with the same formula, charge and spin in kJ/mol: 696.43
Net charge: 0
Molar mass in Da: 372.49
SMILES: CCN(CC)CC(=O)N[C@H]1c2ccccc2CS(=O)(=O)c2ccccc21